Record 1
# C4H5NO3

A molecular structure, C4H5NO3 at a distorted geometry (wB97M-V/def2-TZVPD, the Open Molecules 2025 dataset).

The calculation puts the orbital gap (alpha / beta) at 0.26876 / 0.34341 Ha. Its net charge is 0. As for the multiplicity: 1. Its LUMO energy (alpha / beta) is -2.24 / -0.61 eV. The calculation puts the max |F| at 3.30 eV/Å. The calculation puts the energy above the lowest of the compared OMol25 structures with the same formula, charge and spin at 161.4 kcal per mole. As for the total energy: -435.66332 Eh.

Element x y z (Å)
C 0.32165 0.31972 -1.77735
C -0.47158 -0.57220 1.40905
N -1.71286 -1.06375 1.19274
O 0.31205 -0.70598 0.28203
O -0.47892 -0.75543 -1.45415
C 1.12142 0.68006 -0.50917
C 1.93335 1.33713 0.12726
O -0.03761 -0.07975 2.42190
H -2.36996 -1.04102 1.95340
H -2.01422 -1.27880 0.25594
H 1.04138 0.07288 -2.56652
H -0.26808 1.20186 -2.05661
H 2.62338 1.88528 0.72147



Record 2
# C2H10N2O2

3 unconnected molecules or ions with the total composition C2H10N2O2 at a distorted geometry (wB97M-V/def2-TZVPD, the Open Molecules 2025 dataset).

The calculation puts the orbital gap at 0.35065 Ha. Its net charge is 0. As for the multiplicity: 1. Its LUMO energy is 0.91 eV. The SMILES is [H]/N=C/NC.O.O. The calculation puts the max |F| at 1.60 eV/Å. The calculation puts the energy above the lowest of the compared OMol25 structures with the same formula, charge and spin at 22.6 kcal per mole. As for the total energy: -342.15787 Eh.

Element x y z (Å)
H 3.22260 2.91877 0.24436
N 2.37899 2.70185 -0.27808
C 2.36776 1.47537 -0.64021
N 1.29498 0.94728 -1.27753
C 0.90389 -0.43492 -1.27427
H 3.20772 0.79747 -0.50011
H 0.56148 1.59554 -1.53375
H -0.10684 -0.61333 -0.89758
H 1.47156 -1.12164 -0.64421
H 1.02547 -0.81004 -2.30120
O 0.84898 -3.23900 4.97225
H -0.05857 -2.95948 4.86456
H 0.95806 -4.15770 5.16310
O -5.76836 0.80623 -1.76957
H -6.20808 1.61644 -1.52477
H -6.09966 0.47715 -2.60300